(1)
{
  "formula": "C5H7N2",
  "method": "ωB97M-V/def2-TZVPD",
  "total_energy_ev": -8265.956,
  "largest_force_ha_per_bohr": 0.0818,
  "gap_ev": [7.083, 8.649],
  "lumo_ev": [-7.688, -7.224],
  "relative_energy_kj_mol": 658.2,
  "total_charge": 1,
  "symbols": ["H", "H", "N", "C", "N", "H", "C", "C", "H", "C", "H", "C", "H", "H"],
  "xyz": [[-0.2288, 2.3750, -1.3251], [0.4578, -1.7021, 1.2354], [-0.4683, -0.6952, -0.2518], [0.2326, 0.3721, -0.3417], [-2.5986, 0.3220, -0.4021], [1.9819, 1.2407, -0.7456], [1.6032, 0.5664, 0.0221], [-0.3870, -1.7632, 0.5545], [-1.4001, -1.5977, 1.2631], [-1.8858, 1.2338, -0.4852], [2.1730, -0.2954, 0.2013], [-0.5873, 1.5297, -0.8238], [1.4528, 1.2173, 0.9681], [-0.3455, -2.8033, 0.1307]],
  "lowdin_charge": [0.117, 0.102, 0.096, -0.283, 0.272, 0.118, 0.035, -0.049, 0.215, -0.131, 0.088, 0.116, 0.172, 0.134]
}

---

(2)
{
  "formula": "C5H7N2",
  "method": "ωB97M-V/def2-TZVPD",
  "total_energy_ev": -8267.953,
  "largest_force_ha_per_bohr": 0.0784,
  "gap_ev": 10.858,
  "smiles": "C/C=N\\C1=[N+]=C1C",
  "lumo_ev": -4.205,
  "relative_energy_kj_mol": 465.5,
  "total_charge": 1,
  "symbols": ["H", "H", "N", "C", "N", "C", "H", "C", "C", "H", "C", "H", "H", "H"],
  "xyz": [[0.3138, -0.6664, -2.7963], [-1.0025, 1.6878, 2.6001], [-1.1119, -2.2579, -0.2954], [-0.6595, 1.2310, 1.7801], [0.2395, -0.8209, 1.2650], [-0.2171, -1.3424, 0.2317], [-0.0691, 1.9914, 1.3037], [-0.2947, -1.7882, -1.1380], [0.2236, 0.0695, 2.1236], [-1.5608, 0.9525, 1.1822], [0.4077, -1.6479, -2.3672], [0.0660, -2.2405, -3.1176], [1.4882, -2.0781, -2.3499], [0.8265, 0.0644, 3.0995]],
  "lowdin_charge": [0.113, 0.038, 0.326, -0.013, 0.187, -0.138, 0.102, -0.121, -0.045, 0.120, 0.023, 0.058, 0.169, 0.181]
}

---

(3)
{
  "formula": "C5H7N2",
  "method": "ωB97M-V/def2-TZVPD",
  "total_energy_ev": -8264.183,
  "largest_force_ha_per_bohr": 0.0829,
  "gap_ev": [7.947, 8.414],
  "lumo_ev": [-7.279, -6.775],
  "relative_energy_kj_mol": 829.2,
  "total_charge": 1,
  "symbols": ["C", "C", "H", "C", "H", "H", "H", "N", "C", "H", "H", "N", "C", "H"],
  "xyz": [[-1.4264, -1.2774, -0.8047], [1.6115, 0.8479, 0.8403], [1.1737, 0.2927, 1.6585], [1.1015, 0.1956, -0.4852], [-0.8737, -1.8793, -1.5124], [-3.3170, -1.3377, 0.1017], [1.3423, 1.9385, 0.7838], [-0.3471, 0.2417, -0.6142], [-2.3167, -0.9488, 0.1102], [1.5002, 0.8295, -1.3251], [1.5720, -0.7713, -0.5392], [-0.9426, 1.0045, 0.2569], [-1.7319, 0.1516, 0.7813], [2.6542, 0.7126, 0.7481]],
  "lowdin_charge": [0.225, -0.055, 0.078, -0.180, 0.129, 0.137, 0.104, 0.009, -0.050, 0.157, 0.120, 0.094, 0.162, 0.069]
}

---

(4)
{
  "formula": "C5H7N2",
  "method": "ωB97M-V/def2-TZVPD",
  "total_energy_ev": -8265.480,
  "largest_force_ha_per_bohr": 0.1295,
  "gap_ev": [9.518, 7.448],
  "spin_multiplicity": 3,
  "lumo_ev": [-4.340, -8.579],
  "relative_energy_kj_mol": 285.5,
  "total_charge": 1,
  "symbols": ["C", "H", "C", "H", "C", "C", "H", "N", "H", "C", "N", "H", "H", "H"],
  "xyz": [[0.1904, 1.5511, -1.1321], [-0.4808, 2.4780, -0.9541], [1.8673, 0.5382, 2.7239], [-0.1445, -1.8702, -1.2021], [-0.0864, -0.4102, 0.2377], [-0.9114, -1.1973, -0.6802], [-0.0067, -1.8471, 1.8381], [0.3084, 0.8185, 0.0253], [-0.2484, 1.1332, -1.9873], [0.3034, -0.9086, 1.5843], [1.0270, -0.2122, 2.3283], [-1.6213, -1.7984, -0.0768], [1.1083, 2.1909, -1.2532], [-1.3053, -0.4657, -1.4518]],
  "lowdin_charge": [-0.047, 0.150, 0.209, 0.154, -0.232, 0.026, 0.115, 0.220, 0.091, -0.043, -0.022, 0.122, 0.146, 0.110]
}

---

(5)
{
  "formula": "C5H7N2O2",
  "method": "ωB97M-V/def2-TZVPD",
  "total_energy_ev": -12355.232,
  "largest_force_ha_per_bohr": 0.1509,
  "gap_ev": [6.524, 7.548],
  "spin_multiplicity": 3,
  "lumo_ev": [-4.635, -7.091],
  "relative_energy_kj_mol": 571.5,
  "total_charge": 1,
  "symbols": ["H", "C", "H", "H", "C", "N", "H", "H", "H", "C", "O", "O", "H", "N", "C", "C"],
  "xyz": [[0.4021, 2.3197, -0.4325], [1.3471, -0.4812, 0.0916], [-2.5854, -1.6468, 0.5935], [-2.8408, -1.2204, -1.0181], [-0.0107, 0.3351, 0.1208], [2.6711, 0.1112, -0.0152], [-0.1989, 2.0751, 1.3606], [-2.8076, -0.0903, 0.1625], [1.4176, -2.6114, -0.3784], [0.9077, -1.7420, -0.1259], [3.5992, -0.6222, 0.1625], [2.6983, 1.2326, -0.3691], [-1.2383, 2.1936, -0.2214], [-2.2680, -0.9128, -0.0733], [-0.2688, 1.7887, 0.2157], [-0.8247, -0.7289, -0.0734]],
  "lowdin_charge": [0.073, -0.101, 0.188, 0.264, -0.171, -0.397, 0.151, 0.156, 0.073, 0.244, 0.140, 0.138, 0.105, 0.189, -0.035, -0.017]
}

---

(6)
{
  "formula": "C5H7N2O2S",
  "method": "ωB97M-V/def2-TZVPD",
  "total_energy_ev": -23204.347,
  "largest_force_ha_per_bohr": 0.0869,
  "gap_ev": [7.166, 7.166],
  "lumo_ev": [3.708, 3.708],
  "relative_energy_kj_mol": 687.1,
  "total_charge": -1,
  "symbols": ["O", "H", "H", "C", "C", "C", "N", "O", "N", "H", "H", "H", "C", "C", "H", "S", "H"],
  "xyz": [[-1.7040, -0.6233, -2.7659], [1.0515, 3.6371, 1.3825], [-1.4911, 0.5996, 0.5727], [-0.0036, -2.0458, -1.0153], [1.7205, 2.7071, 1.2337], [-1.2320, -0.1704, -0.1711], [0.7190, -0.8449, 1.0010], [-3.4756, -0.3271, -0.9529], [-0.2195, -0.9076, 0.0505], [1.7444, -0.1625, 2.5269], [-0.5137, -1.5520, -1.8636], [-0.4127, -2.9640, -0.7434], [1.2434, 0.2298, 1.6621], [1.2231, 1.5602, 1.4639], [0.9587, -2.2325, -1.2929], [-2.2760, 0.1876, -1.7079], [2.6677, 2.9087, 0.6199]],
  "lowdin_charge": [-0.554, 0.051, 0.096, 0.036, -0.124, -0.189, -0.043, -0.591, -0.207, 0.081, 0.032, 0.062, -0.231, -0.178, 0.040, 0.665, 0.056]
}

---

(7)
{
  "formula": "C5H7N2O3P",
  "method": "ωB97M-V/def2-TZVPD",
  "total_energy_ev": -23703.141,
  "largest_force_ha_per_bohr": 0.0791,
  "gap_ev": 7.918,
  "smiles": "C[C@H](C#[N+][O-])[C@@H](CP=O)N=O",
  "lumo_ev": -1.181,
  "relative_energy_kj_mol": 578.9,
  "total_charge": 0,
  "symbols": ["C", "O", "C", "H", "H", "N", "H", "P", "H", "H", "H", "O", "O", "N", "C", "H", "C", "C"],
  "xyz": [[-0.3496, 1.3657, -0.5832], [1.1846, -0.9291, -2.3858], [-0.7170, -0.6178, 1.3790], [-1.7937, -1.0758, 1.4469], [-1.4194, -0.3453, -1.3857], [0.3101, -0.1059, -2.2569], [-0.3363, -2.0440, -0.1755], [-2.0104, 2.1742, 0.0857], [-0.3071, -1.0434, 2.1991], [0.1301, 1.9080, -1.3103], [-0.6481, 0.4700, 1.6162], [3.7146, -0.9632, 0.6960], [-1.6436, 3.3118, 0.8994], [2.5774, -1.0060, 0.3620], [0.0134, -1.1169, 0.0730], [0.3428, 1.2427, 0.1913], [-0.5013, -0.1329, -0.9945], [1.4536, -1.0919, 0.1433]],
  "lowdin_charge": [-0.302, 0.028, -0.044, 0.133, 0.106, -0.004, 0.113, 0.901, 0.032, 0.046, 0.066, 0.027, -0.469, -0.105, -0.254, 0.045, -0.338, 0.019]
}

---

(8)
{
  "formula": "C5H7N3",
  "method": "ωB97M-V/def2-TZVPD",
  "total_energy_ev": -9765.471,
  "largest_force_ha_per_bohr": 0.0596,
  "gap_ev": 9.657,
  "smiles": "CC(=C=N)C#N.C=N",
  "lumo_ev": 0.768,
  "relative_energy_kj_mol": 377.9,
  "total_charge": 0,
  "symbols": ["H", "H", "N", "C", "N", "H", "H", "C", "H", "H", "C", "H", "N", "C", "C"],
  "xyz": [[-1.6772, 2.2021, -0.4711], [2.4968, -2.0636, -0.5243], [-0.0625, -0.9949, -2.4633], [-2.4191, 1.4785, 1.0798], [1.0903, 1.7969, 0.8930], [1.5768, -2.1540, 1.1061], [-2.7686, 0.7019, 1.7735], [0.4430, -0.7984, -1.3873], [-2.9708, 2.4108, 1.2738], [-0.9134, -1.5338, -2.6678], [0.9628, 0.7843, 0.3475], [2.9457, -1.1246, 0.9758], [-1.8809, 1.2257, -0.0458], [2.0804, -1.4841, 0.4106], [1.0968, -0.4468, -0.3006]],
  "lowdin_charge": [0.084, 0.107, 0.197, -0.153, 0.145, 0.061, 0.057, -0.145, 0.063, 0.100, -0.271, 0.070, 0.003, -0.038, -0.279]
}

---

(9)
{
  "formula": "C5H7N3",
  "method": "ωB97M-V/def2-TZVPD",
  "total_energy_ev": -9761.286,
  "largest_force_ha_per_bohr": 0.1576,
  "gap_ev": 9.037,
  "lumo_ev": 0.029,
  "relative_energy_kj_mol": 781.7,
  "total_charge": 0,
  "symbols": ["C", "C", "N", "C", "H", "C", "H", "N", "N", "H", "H", "H", "H", "C", "H"],
  "xyz": [[0.6093, 1.1377, -0.1868], [-0.5311, 0.1344, -0.0968], [-1.7178, 0.6243, 0.0764], [1.4220, -1.3264, 0.2093], [-0.5288, -2.0811, 0.0982], [-2.8809, -0.2792, -0.0128], [-2.7440, -1.2650, -0.6654], [1.1509, 2.1229, 0.2941], [0.0505, -1.0680, -0.2349], [3.3562, -1.0376, 0.5530], [2.6470, 0.6063, -0.9276], [-3.8244, 0.3602, -0.1680], [-3.0738, -0.9509, 0.9716], [2.4404, -0.4959, -0.2329], [1.4250, -2.4114, 1.1084]],
  "lowdin_charge": [-0.170, -0.437, 0.022, -0.278, 0.223, -0.172, 0.087, 0.153, -0.027, 0.126, 0.164, 0.084, 0.096, -0.078, 0.207]
}

---

(10)
{
  "formula": "C5H7N3",
  "method": "ωB97M-V/def2-TZVPD",
  "total_energy_ev": -9766.002,
  "largest_force_ha_per_bohr": 0.1405,
  "gap_ev": 9.487,
  "smiles": "C1=NC2=NCC[C@@H]2N1",
  "lumo_ev": 0.594,
  "relative_energy_kj_mol": 326.6,
  "total_charge": 0,
  "symbols": ["C", "C", "N", "H", "C", "C", "H", "H", "N", "N", "H", "H", "C", "H", "H"],
  "xyz": [[0.5559, 0.4411, -1.8080], [-0.2371, 1.1379, 0.1397], [-0.5120, -0.7147, 1.5518], [1.6107, 0.4868, -1.6374], [0.2671, -0.3033, 0.3835], [-0.7905, 0.3714, 2.1227], [-1.3238, 0.4801, 3.0313], [0.7066, -1.5478, -1.4136], [-0.0818, 1.6580, -0.9921], [-0.5982, 1.5500, 1.5173], [1.3145, -0.4455, 0.5822], [0.0647, 0.2584, -2.9040], [0.1681, -0.7825, -1.0470], [-0.2960, -1.6210, 1.9555], [-0.8482, -0.9688, -1.4818]],
  "lowdin_charge": [-0.170, -0.344, 0.085, 0.092, -0.225, -0.266, 0.119, 0.067, 0.126, 0.107, 0.152, 0.161, -0.198, 0.163, 0.131]
}

---

(11)
{
  "formula": "C5H7N3",
  "method": "ωB97M-V/def2-TZVPD",
  "total_energy_ev": -9763.553,
  "largest_force_ha_per_bohr": 0.0082,
  "gap_ev": 8.858,
  "lumo_ev": -0.029,
  "relative_energy_kj_mol": 563.0,
  "total_charge": 0,
  "symbols": ["C", "H", "H", "N", "C", "C", "H", "N", "H", "H", "C", "C", "H", "N", "H"],
  "xyz": [[1.9524, 0.5255, -0.3854], [-0.3408, 1.7709, 1.0526], [-2.5550, -0.4315, -0.9464], [2.9351, -0.2044, -0.4974], [0.1357, 1.2375, 0.2281], [-2.1321, 0.3475, -0.3135], [-2.5838, 1.3024, -0.5809], [-0.6973, 0.4036, -0.5606], [0.9768, -2.2308, 0.8513], [-2.3550, 0.1040, 0.7340], [0.1843, -0.5096, -0.0291], [0.1015, -1.7555, 0.4288], [3.7988, 0.1372, -0.0819], [1.3716, 1.6639, -0.2026], [-0.7923, -2.3606, 0.3030]],
  "lowdin_charge": [-0.333, 0.145, 0.091, 0.154, -0.139, -0.050, 0.086, -0.096, 0.048, 0.092, -0.260, 0.038, 0.077, 0.096, 0.051]
}

---

(12)
{
  "formula": "C5H7N3O",
  "method": "ωB97M-V/def2-TZVPD",
  "total_energy_ev": -11810.327,
  "largest_force_ha_per_bohr": 0.1148,
  "gap_ev": 10.445,
  "lumo_ev": 0.611,
  "relative_energy_kj_mol": 585.0,
  "total_charge": 0,
  "symbols": ["H", "C", "H", "C", "N", "H", "H", "N", "O", "H", "C", "H", "C", "N", "C", "H"],
  "xyz": [[1.0588, -1.9975, -1.1154], [-2.3668, -0.6115, 0.1742], [-2.8181, 0.9319, -1.1971], [2.3516, -0.4093, 0.5938], [-2.5691, -1.6233, 0.6889], [-1.0359, 2.5455, 0.1395], [-0.6952, 1.2363, 1.3134], [0.4089, -1.3357, -1.2059], [1.3157, 0.5678, 0.0381], [2.8325, -0.1583, 1.9160], [-1.1000, 1.5072, 0.3089], [1.4714, -1.4566, 0.6558], [-1.9859, 0.6363, -0.4733], [-0.5704, 0.6972, -0.9158], [0.4205, -0.1627, -0.7133], [3.2819, -0.3673, -0.2079]],
  "lowdin_charge": [-0.016, -0.189, 0.169, -0.071, 0.166, 0.094, 0.140, 0.188, -0.156, 0.169, -0.005, 0.164, -0.231, 0.055, -0.588, 0.111]
}